1.
C6H14N2O2 | ωB97M-V/def2-TZVPD

Properties
**Structure (SMILES)**: CNC(C)=O.CNC(C)=O
**Highest occupied orbital energy**: -9.70 eV
**HOMO-LUMO gap**: 9.94 eV

Geometry as ORCA input:
```
! RIJCOSX wB97M-V def2-TZVPD def2/J DEFGRID3
* xyz 0 1
C 1.21719 3.56828 0.06814
N 0.75130 2.38944 0.75163
C -0.50145 2.22607 1.10125
C -0.81450 0.78372 1.60415
O -1.22718 3.19089 1.03948
H 2.23866 3.89240 0.32194
H 1.15010 3.42589 -1.08589
H 0.56349 4.40727 0.25320
H 1.48642 1.57755 0.71569
H -0.74673 0.16430 0.74562
H -0.02602 0.55248 2.43844
H -1.80495 0.70352 2.05693
C -0.58322 -1.59527 -2.55548
N 0.18195 -1.73784 -1.32347
C -0.39743 -2.70146 -0.53252
C 0.10705 -2.93836 0.92662
O -1.34293 -3.33721 -0.89904
H -0.35310 -2.54361 -2.94381
H -1.64459 -1.34100 -2.37221
H -0.23375 -0.72152 -3.16809
H 1.06809 -1.12808 -1.12389
H -0.35140 -2.38192 1.80963
H 0.08702 -3.98724 1.08923
H 1.17597 -2.46831 1.08246
*
```

Results of the natural (NBO) charge analysis, in e, for atoms 1 through 4: C -0.4269; N -0.6160; C 0.6689; C -0.7072

2.
C6H14N2O2 | ωB97M-V/def2-TZVPD

Properties
**Structure (SMILES)**: C=C(CC(N)=O)ON.CC
**Highest occupied orbital energy**: -8.82 eV
**HOMO-LUMO gap**: 9.40 eV

Geometry as ORCA input:
```
! RIJCOSX wB97M-V def2-TZVPD def2/J DEFGRID3
* xyz 0 1
C -1.38460 -0.69183 1.61097
C -0.84232 -1.43661 0.65462
C -1.05840 -1.15006 -0.81446
C 0.10414 -0.39793 -1.45678
N -0.26206 0.53193 -2.36461
O 1.26984 -0.63389 -1.22116
O -0.11886 -2.53439 1.03933
N 0.78100 -3.13434 0.13176
H -2.01791 0.14428 1.38338
H -1.21623 -0.92802 2.64465
H -1.17090 -2.09093 -1.36342
H -1.98001 -0.58028 -0.92525
H 0.46158 1.07312 -2.80026
H -1.21667 0.80758 -2.50885
H 1.35277 -2.40121 -0.29451
H 0.25049 -3.61294 -0.59733
C 0.32359 2.53139 0.53313
C 1.44140 1.72914 1.18515
H 0.67051 3.00795 -0.37980
H -0.03535 3.30508 1.21154
H -0.51164 1.88174 0.28040
H 1.81681 0.96863 0.50535
H 1.07689 1.22941 2.08303
H 2.26594 2.38220 1.46312
*
```

Results of the natural (NBO) charge analysis, in e, for atoms 1 through 4: C -0.4913; C 0.3174; C -0.5753; C 0.6957

3.
C6H14N2O2 | ωB97M-V/def2-TZVPD

Properties
**Highest occupied orbital energy**: -8.74 eV
**HOMO-LUMO gap**: 9.70 eV

Geometry as ORCA input:
```
! RIJCOSX wB97M-V def2-TZVPD def2/J DEFGRID3
* xyz 0 1
C -3.52509 -0.61569 0.11831
C -1.32555 -0.00095 0.35379
C -1.29645 1.28257 -0.33330
C 0.23304 1.47481 -0.50262
C 2.63792 -1.37377 -0.60721
C 2.52899 0.42064 0.92381
H -4.00912 -1.55627 -0.19709
H -3.59306 -0.27718 1.17437
H -3.64404 0.16217 -0.50986
H -1.60878 0.15618 1.40178
H -1.83437 1.37330 -1.24025
H -1.66899 2.12521 0.26922
H 0.79970 2.06612 -1.30941
H 0.54850 2.00702 0.39437
H 2.62875 -1.94209 0.62478
H 3.70530 -1.37326 -1.11407
H 1.61620 -1.80976 -1.20352
H 2.37787 1.47438 1.06412
H 2.23367 -0.16993 1.70996
H 3.68304 0.22134 1.05465
N 0.73786 0.10038 -0.49276
N 2.12790 0.02209 -0.31565
O -2.08690 -0.92545 -0.20207
O -0.01462 -0.37957 0.67996
*
```

Results of the natural (NBO) charge analysis, in e, for atoms 1 through 4: C -0.2536; C 0.3613; C -0.4755; C -0.2376

4.
C6H14N2O2 | ωB97M-V/def2-TZVPD

Properties
**Structure (SMILES)**: CNC(C)=O.CNC(C)=O
**Highest occupied orbital energy**: -8.98 eV
**HOMO-LUMO gap**: 9.60 eV

Geometry as ORCA input:
```
! RIJCOSX wB97M-V def2-TZVPD def2/J DEFGRID3
* xyz 0 1
C 0.73925 1.67556 -2.09877
N -0.49780 1.56288 -1.24916
C -1.30371 0.35708 -1.20996
C -2.71874 0.42130 -0.93413
O -0.78062 -0.60670 -1.64380
H 1.06819 0.70759 -2.47796
H 0.41819 2.34217 -2.92271
H 1.55804 2.13956 -1.46564
H -0.91808 2.47162 -1.08633
H -3.28289 -0.25638 -1.55809
H -2.91698 0.23030 0.13693
H -3.31304 1.20797 -1.39494
C 0.02546 -2.68901 1.42228
N 0.34410 -1.32176 1.30597
C 1.62181 -0.80544 1.63468
C 1.86169 0.62746 1.58502
O 2.51472 -1.53179 1.92002
H 0.76059 -3.12636 2.13173
H -1.10049 -2.84540 1.77556
H -0.10932 -3.08029 0.54723
H -0.28155 -0.68183 0.77435
H 2.42648 0.87851 0.64516
H 1.17757 1.44915 1.79643
H 2.70713 0.87382 2.36614
*
```

Results of the natural (NBO) charge analysis, in e, for atoms 1 through 4: C -0.4205; N -0.6590; C 0.6585; C -0.7478

5.
C6H14N2O2 | ωB97M-V/def2-TZVPD

Properties
**Structure (SMILES)**: CN(C)C=O.CN(C)C=O
**Highest occupied orbital energy**: -9.20 eV
**HOMO-LUMO gap**: 10.01 eV

Geometry as ORCA input:
```
! RIJCOSX wB97M-V def2-TZVPD def2/J DEFGRID3
* xyz 0 1
C 6.49376 -0.69446 0.01550
N 5.04545 -1.07721 0.00811
C 4.73500 -2.34804 0.63500
C 4.15161 -0.09729 -0.39875
O 2.95550 -0.47500 -0.34489
H 6.73082 -0.38330 1.03289
H 6.74826 0.17877 -0.58517
H 7.34607 -1.34213 -0.18988
H 3.71775 -2.40825 1.02189
H 4.94193 -3.21055 0.00149
H 5.35584 -2.41240 1.52860
H 4.75301 0.78740 -0.65923
C -5.74081 1.90291 0.81360
N -5.37493 0.98135 -0.25840
C -4.16914 1.29511 -1.04131
C -6.03098 -0.17600 -0.42804
O -5.69045 -1.09571 -1.13737
H -5.88734 2.89881 0.39552
H -4.89146 2.02794 1.48524
H -6.68957 1.71578 1.31653
H -3.34128 1.40159 -0.34030
H -3.95903 0.50232 -1.75925
H -4.34872 2.30458 -1.41119
H -6.85124 -0.27610 0.29952
*
```

Results of the natural (NBO) charge analysis, in e, for atoms 1 through 4: C -0.4417; N -0.4243; C -0.4140; C 0.5137

6.
C6H14N2O2 | ωB97M-V/def2-TZVPD

Properties
**Structure (SMILES)**: CNC(C)=O.CNC(C)=O
**Highest occupied orbital energy**: -9.30 eV
**HOMO-LUMO gap**: 9.81 eV

Geometry as ORCA input:
```
! RIJCOSX wB97M-V def2-TZVPD def2/J DEFGRID3
* xyz 0 1
C -1.68867 -0.60286 -1.98637
N -0.71411 -1.59256 -1.39911
C 0.59488 -1.32162 -1.12572
C 1.35346 -2.56395 -0.52179
O 1.21526 -0.27999 -1.33938
H -1.24494 -0.02247 -2.73174
H -2.58260 -1.14765 -2.37155
H -1.95884 0.05034 -1.15311
H -1.00301 -2.39823 -1.12345
H 2.47935 -2.37016 -0.54037
H 0.99517 -2.84029 0.34436
H 1.37975 -3.47501 -1.21887
C 1.92196 1.97501 1.12925
N 0.62158 1.34026 1.27848
C -0.52086 2.07215 1.33412
C -1.69987 1.07020 1.30975
O -0.66346 3.29945 1.57457
H 2.11683 2.87585 1.62910
H 2.53629 1.20933 1.70480
H 2.27693 2.03847 0.10073
H 0.55297 0.31000 1.07665
H -2.68550 1.45477 1.31025
H -1.77915 0.42587 0.49719
H -1.50340 0.49311 2.22221
*
```

Results of the natural (NBO) charge analysis, in e, for atoms 1 through 4: C -0.4086; N -0.5972; C 0.6702; C -0.7131

7.
C6H14N2O2 | ωB97M-V/def2-TZVPD

Properties
**Structure (SMILES)**: CNC(C)=O.CNC(C)=O
**Highest occupied orbital energy**: -9.65 eV
**HOMO-LUMO gap**: 10.18 eV

Geometry as ORCA input:
```
! RIJCOSX wB97M-V def2-TZVPD def2/J DEFGRID3
* xyz 0 1
C 2.01202 0.68910 -1.56103
N 1.51284 0.62282 -0.19906
C 2.31103 1.00813 0.82695
C 1.80267 0.78718 2.24971
O 3.40116 1.52371 0.66786
H 1.72942 -0.20414 -2.08737
H 1.71686 1.60941 -2.07440
H 3.09407 0.79492 -1.51355
H 0.75549 -0.01120 -0.00540
H 0.83409 0.29187 2.28384
H 2.57665 0.30938 2.75713
H 1.53964 1.78102 2.61162
C -2.15439 0.76716 0.55454
N -1.74898 -0.09796 -0.54141
C -2.13207 -1.43033 -0.48025
C -2.28509 -2.08782 -1.83306
O -2.34437 -1.97804 0.57336
H -2.46831 0.20110 1.42555
H -1.29998 1.30816 0.92411
H -3.00901 1.42411 0.36071
H -1.58150 0.33670 -1.43035
H -3.19012 -1.72926 -2.32277
H -1.49063 -1.73866 -2.50344
H -2.21169 -3.15331 -1.69386
*
```

Results of the natural (NBO) charge analysis, in e, for atoms 1 through 4: C -0.4297; N -0.6252; C 0.6765; C -0.6994

8.
C6H14N2O2 | ωB97M-V/def2-TZVPD

Properties
**Structure (SMILES)**: CNC(C)=O.CNC(C)=O
**Highest occupied orbital energy**: -8.97 eV
**HOMO-LUMO gap**: 9.38 eV

Geometry as ORCA input:
```
! RIJCOSX wB97M-V def2-TZVPD def2/J DEFGRID3
* xyz 0 1
C -1.06261 -1.93082 1.63663
N -2.10561 -0.89026 1.60494
C -1.84887 0.20092 0.78433
C -3.17187 0.89198 0.29050
O -0.74039 0.23664 0.22559
H -0.22332 -1.72035 1.06562
H -0.51878 -2.03601 2.66681
H -1.63825 -2.83124 1.35013
H -2.88547 -1.08108 2.23474
H -3.33857 0.19810 -0.60731
H -3.97660 0.37024 1.06615
H -3.28309 1.85659 0.21695
C 2.96179 -0.96070 -0.39793
N 1.95890 0.07615 -0.67568
C 2.22706 1.02845 -1.69904
C 1.06582 2.07644 -1.53453
O 3.24938 1.19204 -2.39610
H 2.82650 -1.68640 -1.10069
H 3.95682 -0.42622 -0.54527
H 2.90463 -1.29221 0.50745
H 1.01798 -0.12086 -0.26069
H 0.19883 1.68678 -1.03033
H 1.53623 2.83507 -0.75416
H 0.88948 2.32673 -2.64810
*
```

Results of the natural (NBO) charge analysis, in e, for atoms 1 through 4: C -0.4239; N -0.6339; C 0.6980; C -0.6465

9.
C6H14N2O2 | ωB97M-V/def2-TZVPD

Properties
**Structure (SMILES)**: CNC(C)=O.CNC(C)=O
**Highest occupied orbital energy**: -9.56 eV
**HOMO-LUMO gap**: 10.13 eV

Geometry as ORCA input:
```
! RIJCOSX wB97M-V def2-TZVPD def2/J DEFGRID3
* xyz 0 1
C 1.53938 2.51606 -1.22538
N 0.08707 2.59208 -0.99050
C -0.67669 1.46109 -1.22924
C -1.78646 1.26002 -0.18635
O -0.42678 0.67754 -2.10396
H 1.81425 1.59160 -1.71665
H 1.85554 3.35038 -1.90564
H 2.02266 2.87102 -0.33637
H -0.09947 3.23336 -0.22861
H -2.64393 1.91087 -0.06058
H -2.27994 0.27698 -0.37120
H -1.26840 1.23795 0.76986
C -1.36359 -2.70319 1.41264
N -0.47387 -1.68250 0.91710
C 0.80221 -2.17161 0.69091
C 1.73899 -1.10231 0.17193
O 1.07237 -3.34105 0.83045
H -0.95786 -3.03974 2.35562
H -2.39046 -2.33707 1.60994
H -1.64805 -3.49441 0.73144
H -0.76193 -0.78887 0.60998
H 1.50284 -0.05494 0.62922
H 2.73769 -1.30320 0.53725
H 1.60445 -0.96007 -0.91186
*
```

Results of the natural (NBO) charge analysis, in e, for atoms 1 through 4: C -0.4285; N -0.6332; C 0.6867; C -0.7428

10.
C6H14N2O2 | ωB97M-V/def2-TZVPD

Properties
**Structure (SMILES)**: CNC(C)=O.CNC(C)=O
**Highest occupied orbital energy**: -9.00 eV
**HOMO-LUMO gap**: 9.58 eV

Geometry as ORCA input:
```
! RIJCOSX wB97M-V def2-TZVPD def2/J DEFGRID3
* xyz 0 1
C 0.84804 2.34331 1.96505
N 0.08708 1.45674 2.83720
C -0.74449 0.55436 2.27881
C -1.59496 -0.21894 3.24698
O -0.75158 0.39071 1.07151
H 0.18454 2.84806 1.27011
H 1.34817 3.09409 2.56886
H 1.57124 1.78880 1.37001
H 0.29514 1.51676 3.81635
H -2.03632 -1.07335 2.72046
H -0.96432 -0.60086 4.04575
H -2.39528 0.36481 3.68720
C -0.60375 0.60726 -2.99030
N -0.19379 -0.40739 -2.03728
C 0.70322 -1.37596 -2.32025
C 1.27834 -2.11272 -1.13752
O 1.05488 -1.62147 -3.46722
H -0.07165 0.48748 -3.92281
H -1.67832 0.54100 -3.13464
H -0.41453 1.58252 -2.54064
H -0.55236 -0.28282 -1.10327
H 1.17285 -3.17760 -1.31763
H 2.33426 -1.85600 -1.03170
H 0.78832 -1.83244 -0.21221
*
```

Results of the natural (NBO) charge analysis, in e, for atoms 1 through 4: C -0.4142; N -0.6130; C 0.6796; C -0.7095

The following energy above the lowest of the compared OMol25 structures with the same formula, charge and spin values (in eV) correspond, in order, to the records above: 2.336 3.163 7.763 2.797 2.655 2.392 0.857 3.556 1.563 0.437.